Entry 1:
C17H35BHfNO4P2 as an isolated structure in a non-equilibrium geometry. Source: the Open Molecules 2025 dataset; level of theory: ωB97M-V/def2-TZVPD.

Last column: Löwdin charge in e.
CARTESIAN COORDINATES (ANGSTROEM)
Hf 1.01011 0.27724 -0.37898  1.296
P 0.54227 -1.65075 -2.04909  0.816
C 0.39742 -0.46483 -3.49208  -0.261
C -0.35137 0.81898 -3.24732  -0.288
N -0.24937 1.41835 -2.03899  -0.006
C -0.72764 2.67673 -1.90871  -0.292
C -1.32037 3.33848 -2.97432  0.027
C -1.41919 2.72793 -4.21068  0.037
C -0.93758 1.44540 -4.33349  0.029
C -0.61301 3.37701 -0.56986  -0.249
P 0.65619 2.66251 0.52236  0.793
H -0.96009 0.90833 -5.27849  0.147
H -1.64346 4.36356 -2.80491  0.145
H -1.79772 3.26907 -5.06887  0.147
H -0.33456 4.42819 -0.72264  0.117
H -1.55862 3.34041 -0.00805  0.122
H 1.38016 -0.14459 -3.81098  0.049
H -0.04128 -1.00276 -4.34723  0.126
H 3.08087 0.56814 -3.14635  -0.017
O 3.09195 0.50977 -4.10442  -0.037
H 3.48448 -0.35238 -4.30261  0.075
H 2.19671 0.09976 0.90300  0.019
O 2.74491 0.53827 -1.23223  -0.342
H 3.55480 1.04903 -1.14221  0.077
C 2.10364 3.68475 0.11571  -0.194
H 1.79655 4.73873 0.13656  0.087
H 2.88615 3.49922 0.86419  0.076
H 2.48261 3.43545 -0.88626  0.062
C 0.17487 3.10689 2.18069  -0.198
H 1.07165 3.14128 2.79851  0.078
H -0.31549 4.07905 2.16841  0.085
H -0.49884 2.34269 2.57038  0.042
C -0.92171 -2.65687 -2.36121  -0.208
H -0.65684 -3.49854 -3.01506  0.083
H -1.30470 -3.01649 -1.39814  0.048
H -1.68687 -2.04130 -2.84025  0.068
C 1.94476 -2.73076 -2.47876  -0.212
H 2.00052 -3.50266 -1.69485  0.070
H 1.79132 -3.21440 -3.45756  0.086
H 2.89094 -2.16437 -2.47432  0.053
C 0.53246 -2.79466 3.00412  0.029
C -0.88065 -2.35746 2.64660  -0.463
C -1.80433 -3.52522 2.86822  0.039
O -0.89513 -2.01436 1.26857  0.148
B -0.56341 -0.64955 1.25950  -0.409
O -0.99230 -0.01673 2.42246  0.110
C -1.32163 -1.03867 3.36065  -0.458
C -2.81477 -1.02107 3.63299  0.015
C -0.65801 -0.72495 4.67984  0.032
H 0.81132 -3.65900 2.39158  0.119
H 0.59460 -3.09560 4.05053  0.122
H 1.27743 -2.01594 2.80910  0.101
H -1.49600 -4.40387 2.29504  0.123
H -1.77203 -3.79419 3.92343  0.131
H -2.83811 -3.30219 2.61288  0.103
H -3.05840 -1.74226 4.41918  0.122
H -3.13746 -0.04508 4.00367  0.118
H -3.41548 -1.25706 2.75520  0.110
H 0.42343 -0.59412 4.60406  0.107
H -1.07787 0.18422 5.12531  0.121
H -0.85782 -1.53672 5.38617  0.128

Forces on the atoms, in the same order (eV/Å):
3.1 1.0 -5.6
-0.4 -0.5 -2.4
-0.6 -0.2 0.4
0.3 -0.4 -0.4
0.2 0.0 0.8
-0.4 0.5 0.0
0.2 0.5 0.7
0.1 0.2 -0.1
0.0 -0.6 -0.2
-0.3 -0.2 -0.2
-0.7 1.8 0.0
0.0 0.2 0.1
-0.1 -0.2 -0.2
-0.2 -0.1 0.1
-0.3 -0.2 0.1
0.1 0.1 -0.3
0.5 0.0 -0.2
0.1 0.0 0.4
0.3 0.0 0.1
0.0 -0.2 -0.2
0.2 0.3 -0.2
0.1 -0.6 2.5
-1.7 -0.3 0.6
0.3 0.1 0.0
0.6 -0.5 -0.1
0.0 -0.2 0.1
-0.1 0.2 -0.3
-0.1 0.2 0.3
0.0 -0.3 0.4
-0.1 0.1 0.1
0.0 0.1 0.1
0.0 0.2 0.1
-0.5 -0.2 0.8
-0.1 0.2 0.2
-0.1 -0.2 -0.4
0.0 -0.1 0.1
0.4 0.0 0.4
0.1 0.1 -0.3
-0.1 0.3 0.4
-0.4 -0.3 0.0
0.7 -0.3 0.1
0.6 -0.6 1.7
-0.6 -0.7 -0.5
0.8 2.8 -2.6
-3.6 -2.3 6.1
2.6 0.9 -4.0
-1.8 -1.1 1.7
-0.6 0.0 0.0
0.7 0.4 0.2
-0.2 0.1 0.1
0.0 0.1 -0.1
-0.1 0.2 0.1
0.1 0.1 0.1
0.1 0.0 0.1
0.1 0.0 -0.1
0.0 0.1 -0.2
0.2 0.0 -0.1
0.0 0.0 -0.1
-0.1 0.0 -0.1
0.0 -0.2 -0.2
0.0 0.0 -0.1

Calculated values
Total charge   +3
Largest force on an atom   7.46 eV/Å
Highest occupied orbital energy (alpha / beta)   -18.3 / -18.3 eV
Kohn-Sham gap (alpha / beta)   3.36 / 3.19 eV
DFT total energy   -48409.114 eV
Molar mass   568.7 g mol⁻¹

---

Entry 2:
A 5-piece molecular cluster, C17H35ClNO7S5 overall in a non-equilibrium geometry. Source: the Open Molecules 2025 dataset; level of theory: ωB97M-V/def2-TZVPD.

Last column: Löwdin charge in e.
CARTESIAN COORDINATES (ANGSTROEM)
C -0.05388 -2.06040 -1.54645  -0.087
C -0.58327 -1.53322 -2.88746  -0.206
C -0.58852 -0.03358 -3.05479  -0.145
O -1.71230 0.66798 -2.43224  -0.093
N -2.87364 -0.02694 -2.37896  -0.100
C -3.65715 -0.25224 -3.47210  -0.506
S -3.24443 0.43693 -5.03931  0.931
C -4.83264 -0.94902 -3.30626  0.023
C -5.20768 -1.40390 -2.05155  -0.084
C -6.43576 -2.21569 -1.92101  -0.538
O -6.46538 -3.31320 -2.35022  0.199
O -7.41347 -1.58686 -1.31131  0.181
C -4.42093 -1.14570 -0.96518  0.041
C -3.23102 -0.44757 -1.14580  -0.570
Cl -2.20366 -0.09614 0.11512  0.957
H -0.80357 -2.63089 -1.02314  0.058
H 0.76363 -2.73941 -1.71505  0.073
H 0.33556 -1.26840 -0.92725  0.061
H -1.54734 -1.98102 -3.09624  0.104
H 0.06647 -1.88802 -3.67162  0.118
H 0.25918 0.39492 -2.55219  0.133
H -0.52650 0.25568 -4.08971  0.094
H -2.41586 -0.53197 -5.42667  -0.092
H -5.45159 -1.14388 -4.15489  0.135
H -8.09428 -2.24675 -1.09602  0.158
H -4.69369 -1.47447 0.01369  0.140
C 0.26416 3.11441 1.74738  -0.278
S 1.28059 1.65030 1.61383  0.818
O 0.37198 0.46008 1.66698  -0.621
C 2.02947 1.79062 3.23405  -0.255
H -0.33043 3.19497 0.83775  0.045
H -0.39254 3.02171 2.61341  0.067
H 0.90068 3.99300 1.84354  0.027
H 1.24946 1.78661 3.99481  0.063
H 2.60735 2.71285 3.27922  0.062
H 2.68881 0.93655 3.37219  0.053
C -1.52277 6.96446 0.91296  -0.265
S 0.12458 6.53593 0.34235  0.792
O 0.94601 6.27937 1.55600  -0.555
C 0.56362 8.17814 -0.22486  -0.265
H -1.96437 6.07383 1.35510  0.045
H -1.45336 7.75267 1.66189  0.063
H -2.12441 7.29116 0.06511  0.055
H 0.48624 8.87846 0.60586  0.063
H -0.10048 8.46860 -1.03846  0.056
H 1.58940 8.14110 -0.58361  0.054
C 2.08057 -4.00896 3.14412  -0.264
S 0.82915 -4.44538 1.93425  0.834
O 1.46682 -4.34285 0.58391  -0.570
C -0.16017 -2.96469 2.14265  -0.274
H 2.83590 -4.79155 3.15113  0.053
H 2.54546 -3.06079 2.87553  0.051
H 1.61374 -3.94293 4.12626  0.059
H 0.44125 -2.08097 1.94210  0.035
H -0.55047 -2.93275 3.15906  0.059
H -0.98740 -3.01433 1.43747  0.030
C 4.50097 -3.28462 0.33322  -0.270
S 5.64026 -3.96527 1.53291  0.801
O 5.34073 -3.27627 2.81844  -0.560
C 7.13154 -3.21405 0.87276  -0.272
H 3.50300 -3.60740 0.63582  -0.001
H 4.56976 -2.19518 0.35252  0.061
H 4.73096 -3.66790 -0.66106  0.060
H 7.01330 -2.13073 0.85474  0.057
H 7.31399 -3.59970 -0.13001  0.053
H 7.95839 -3.48474 1.52530  0.050

Forces on the atoms, in the same order (eV/Å):
0.0 0.0 -0.5
0.3 0.0 0.4
0.0 -0.5 0.0
-0.3 0.4 -0.3
-0.1 -0.3 0.2
-0.1 -0.1 -0.2
-0.1 0.4 -0.1
0.5 0.2 0.1
0.2 0.5 -0.2
0.2 0.6 0.0
-0.2 -1.7 -0.6
-0.5 0.3 0.8
0.5 0.3 -0.1
-0.3 -0.2 -0.1
0.4 0.1 0.7
-0.2 0.0 0.4
0.3 -0.3 0.0
0.0 0.3 0.4
-0.3 0.0 -0.3
0.2 -0.2 -0.4
0.3 0.3 0.3
-0.3 0.2 -0.4
0.2 -0.3 0.0
-0.2 0.0 -0.4
-0.2 0.1 -0.2
0.0 -0.1 0.5
-0.1 0.0 0.0
0.1 0.0 0.0
-0.2 -0.1 -0.1
0.1 0.0 0.1
0.0 0.0 0.0
0.0 0.0 0.0
0.0 0.1 0.0
0.0 0.0 0.0
0.0 0.0 0.0
0.0 0.0 0.0
-0.1 0.0 0.0
0.0 0.1 0.0
0.0 -0.1 0.1
0.0 0.1 -0.1
0.0 0.0 0.0
0.0 0.0 0.0
0.0 0.0 0.0
0.0 0.0 0.0
0.0 0.0 0.0
0.0 0.0 0.0
0.0 0.0 0.0
0.0 -0.1 0.0
-0.1 0.1 0.1
-0.1 0.1 0.0
0.0 0.0 0.0
0.0 0.0 0.0
0.0 0.0 0.0
0.1 0.1 0.0
0.0 0.0 0.0
0.0 -0.1 0.0
-0.1 0.1 0.0
0.1 -0.1 -0.1
-0.1 0.1 0.1
0.0 0.0 0.0
0.1 0.0 -0.2
0.0 0.0 0.0
0.0 0.0 0.0
0.0 0.0 0.0
0.0 0.0 0.0
0.0 0.0 0.0

Calculated values
Total charge   +1
Largest force on an atom   1.84 eV/Å
Highest occupied orbital energy   -10.2 eV
Kohn-Sham gap   5.87 eV
DFT total energy   -100706.750 eV
Molar mass   561.3 g mol⁻¹

---

Entry 3:
C17H35EuN5O2PS2 as an isolated structure. Source: the Open Molecules 2025 dataset; level of theory: ωB97M-V/def2-TZVPD.

Last column: Löwdin charge in e.
CARTESIAN COORDINATES (ANGSTROEM)
Eu 0.05866 -0.02110 -0.29659  1.312
C 5.23585 -1.35489 2.12963  -0.429
S 4.55274 0.30412 2.24223  0.851
C 2.85882 0.14264 1.78146  -1.134
S 2.20258 -1.31883 1.13257  0.485
N 2.25445 1.26632 2.06867  -0.120
N 0.96004 1.34945 1.58626  -0.144
C 0.22652 2.18647 2.20110  -0.089
C -1.14601 2.48234 1.72382  -0.267
C -1.85910 3.51601 2.31340  -0.007
C -3.12541 3.81692 1.83963  -0.037
C -3.63863 3.07572 0.78882  -0.040
C -2.85584 2.05799 0.26482  -0.131
N -1.64125 1.75384 0.71448  0.026
H 5.98858 -1.44260 2.91112  0.033
H 5.69385 -1.53481 1.15894  0.030
H 4.44961 -2.08547 2.29904  -0.008
H 0.60968 2.70855 3.07681  0.129
H -1.41677 4.07432 3.12828  0.122
H -3.69988 4.61969 2.28380  0.119
H -4.62131 3.26898 0.38152  0.112
H -3.21972 1.44915 -0.55441  0.091
N -1.35196 -1.65959 1.27799  -0.065
C -0.95256 -3.06281 1.05161  -0.276
C -0.96158 -3.39907 -0.42260  -0.256
N 0.00397 -2.56786 -1.16563  -0.071
H -1.11833 -1.39404 2.22951  0.080
H -2.36259 -1.58453 1.21537  0.077
H -1.59899 -3.76611 1.58297  0.118
H 0.05554 -3.18451 1.44954  0.076
H -1.95389 -3.20487 -0.83993  0.105
H -0.77404 -4.46942 -0.54280  0.118
H -0.08602 -2.75112 -2.15868  0.082
H 0.95235 -2.84567 -0.92368  0.043
C -3.25665 -0.71182 -2.15309  -0.088
O -1.93242 -0.21061 -2.06899  -0.323
C -1.46555 0.42530 -3.25991  -0.184
C -1.20920 1.88305 -3.00563  -0.200
O -0.24002 2.00714 -1.98374  -0.343
C 0.02667 3.35906 -1.63660  -0.078
H -3.95735 0.07442 -2.44982  0.099
H -3.53169 -1.07801 -1.16612  0.085
H -3.32182 -1.53326 -2.87103  0.101
H -2.20433 0.33128 -4.05939  0.139
H -0.54943 -0.07549 -3.57868  0.103
H -2.13422 2.39110 -2.70300  0.134
H -0.85116 2.35572 -3.92891  0.140
H 0.40522 3.91290 -2.49976  0.102
H 0.77934 3.35663 -0.85110  0.088
H -0.88257 3.84089 -1.26334  0.093
C 3.60386 -1.27655 -2.27438  -0.295
P 2.32476 0.03211 -2.30630  0.730
C 3.33267 1.49894 -1.87079  -0.263
C 2.16686 0.26004 -4.12199  -0.290
H 4.42768 -1.04531 -2.95209  0.048
H 3.17036 -2.23495 -2.56866  0.037
H 3.97601 -1.38154 -1.25573  0.005
H 4.29332 1.48401 -2.38889  0.052
H 3.51815 1.52059 -0.79452  0.026
H 2.80244 2.41159 -2.14836  0.030
H 3.13940 0.44142 -4.58309  0.048
H 1.51593 1.10822 -4.34545  0.028
H 1.73237 -0.63179 -4.57861  0.040

Forces on the atoms, in the same order (eV/Å):
-0.6 -0.3 -0.5
0.0 -0.1 -0.1
0.0 0.0 0.0
0.2 0.0 0.3
0.2 0.3 0.2
-0.4 -0.2 -0.4
0.7 0.1 0.4
-0.5 0.3 0.0
0.5 0.0 0.3
-0.1 0.1 0.1
0.0 0.1 0.1
0.0 -0.1 -0.1
-0.1 0.0 0.0
-0.1 0.1 0.1
0.0 0.0 0.0
0.0 0.0 0.0
0.0 0.0 0.0
0.0 0.1 -0.1
0.0 0.0 0.0
0.0 0.0 0.0
0.0 0.0 0.0
0.0 0.0 0.0
-0.1 -0.1 0.0
0.0 0.0 0.1
0.0 0.0 -0.2
0.1 -0.2 0.1
0.1 0.0 0.0
0.0 0.0 0.0
0.0 0.0 0.0
0.0 0.0 0.0
0.0 0.0 0.0
0.0 0.0 0.0
0.0 0.1 0.0
0.0 0.0 0.1
-0.1 0.0 -0.1
0.0 0.1 0.0
-0.2 -0.1 -0.1
0.0 0.3 -0.1
0.1 0.0 -0.1
-0.1 0.1 0.0
0.0 0.0 0.0
0.0 0.0 0.0
0.0 0.0 0.0
0.0 0.0 0.0
0.0 0.0 0.0
0.0 0.0 0.0
0.0 0.0 0.0
0.0 0.0 0.0
0.0 0.0 0.0
0.0 0.0 0.0
0.0 -0.1 0.0
0.5 -0.1 -0.4
0.0 0.0 0.1
-0.1 0.1 0.0
0.0 0.0 0.0
0.0 0.0 0.0
0.0 0.0 0.0
0.0 0.0 0.0
0.0 0.0 0.0
0.0 0.0 0.0
0.0 0.0 0.0
0.0 0.0 0.0
0.0 0.0 0.0

Calculated values
Total charge   +1
Largest force on an atom   0.82 eV/Å
Highest occupied orbital energy (alpha / beta)   -9.2 / -10.2 eV
⟨S²⟩   15.7597
Kohn-Sham gap (alpha / beta)   6.31 / 7.27 eV
DFT total energy   -80027.336 eV
Molar mass   588.6 g mol⁻¹
2S+1   8

---

- Among the records above, which one has the highest DFT total energy?
  C17H35BHfNO4P2